56
Properties=species:S:1:pos:R:3 method="wB97M-V/def2-TZVPD" charge=+1 orbital_gap_ev=7.546
C -1.12 0.09 -2.30
C -2.50 -0.41 -1.83
O -2.49 -1.73 -1.28
C -1.69 -1.95 -0.14
C -2.00 -1.04 1.04
C -1.18 -1.36 2.28
C -1.63 -0.55 3.52
C -0.57 0.55 3.73
N 0.31 0.47 2.52
C 0.30 -0.98 2.13
H -0.35 -0.66 -2.13
H -0.83 1.02 -1.81
H -1.14 0.28 -3.38
H -2.92 0.29 -1.10
H -3.20 -0.47 -2.66
H -0.62 -1.89 -0.41
H -1.88 -2.99 0.14
H -1.87 0.01 0.76
H -3.07 -1.14 1.28
H -1.24 -2.44 2.48
H -2.61 -0.11 3.35
H -1.68 -1.17 4.41
H -0.96 1.56 3.84
H 0.09 0.33 4.57
H -0.07 1.05 1.77
H 1.28 0.79 2.70
H 0.93 -1.48 2.85
H 0.73 -1.08 1.13
C 6.80 2.48 5.75
C 6.09 1.42 6.30
C 4.94 0.96 5.70
C 4.53 1.58 4.53
C 5.21 2.64 3.95
C 6.36 3.09 4.57
N 3.31 1.10 3.88
O 2.69 0.18 4.39
O 2.95 1.63 2.84
H 7.70 2.84 6.23
H 6.45 0.96 7.21
H 4.38 0.13 6.10
H 4.84 3.09 3.04
H 6.91 3.91 4.15
C -2.41 -2.21 -5.71
C -1.42 -1.43 -6.29
C -1.76 -0.41 -7.16
C -3.10 -0.19 -7.41
C -4.11 -0.95 -6.85
C -3.75 -1.98 -5.99
N -3.48 0.92 -8.31
O -2.58 1.50 -8.89
O -4.66 1.03 -8.60
H -2.14 -3.01 -5.03
H -0.38 -1.63 -6.07
H -1.02 0.22 -7.63
H -5.14 -0.74 -7.09
H -4.52 -2.59 -5.53


55
Properties=species:S:1:pos:R:3 method="wB97M-V/def2-TZVPD" orbital_gap_ev=8.376 smiles="CCN(CC)CCNC(=O)c1ccc2c(=O)n(C3CCCC3)c(=S)[nH]c2c1"
C -5.32 -2.45 -1.60
C -4.14 -1.80 -0.88
N -4.46 -0.74 0.06
C -5.24 -1.16 1.21
C -4.47 -2.11 2.12
C -5.01 0.46 -0.58
C -4.51 1.71 0.15
N -3.08 1.62 0.30
C -2.21 2.48 -0.28
O -2.55 3.52 -0.81
C -0.77 2.07 -0.18
C 0.19 3.07 0.00
C 1.52 2.75 0.07
C 1.93 1.43 -0.06
C 3.36 1.08 0.01
O 4.22 1.90 0.22
N 3.67 -0.27 -0.18
C 5.08 -0.67 -0.15
C 5.73 -0.47 1.22
C 7.19 -0.16 0.88
C 7.07 0.74 -0.34
C 5.96 0.09 -1.17
C 2.72 -1.24 -0.36
S 3.04 -2.85 -0.54
N 1.42 -0.86 -0.39
C 0.97 0.43 -0.26
C -0.38 0.75 -0.31
H -5.90 -1.71 -2.14
H -4.95 -3.18 -2.32
H -5.97 -2.97 -0.90
H -3.46 -1.37 -1.63
H -3.58 -2.56 -0.33
H -6.20 -1.62 0.92
H -5.47 -0.26 1.78
H -3.49 -1.71 2.34
H -4.36 -3.09 1.67
H -5.01 -2.23 3.06
H -6.11 0.46 -0.60
H -4.65 0.49 -1.61
H -4.97 1.80 1.14
H -4.73 2.61 -0.43
H -2.76 0.73 0.66
H -0.15 4.10 0.07
H 2.28 3.51 0.21
H 5.08 -1.73 -0.40
H 5.29 0.39 1.72
H 5.61 -1.34 1.86
H 7.72 0.31 1.71
H 7.71 -1.09 0.62
H 8.00 0.83 -0.89
H 6.75 1.73 -0.02
H 5.38 0.83 -1.72
H 6.38 -0.62 -1.88
H 0.75 -1.61 -0.54
H -1.10 -0.04 -0.49


58
Properties=species:S:1:pos:R:3 method="wB97M-V/def2-TZVPD" orbital_gap_ev=9.029 smiles="CCCCn1c(N)c(N(CCC(C)C)C(=O)COC(=O)c2ccco2)c(=O)[nH]c1=O"
C -3.75 2.90 -2.38
C -2.60 2.09 -2.95
C -1.25 2.62 -2.47
C -0.07 1.88 -3.10
N -0.10 0.45 -2.83
C 0.24 -0.05 -1.59
N 0.74 0.79 -0.66
C 0.09 -1.40 -1.33
N 0.48 -1.93 -0.07
C 1.70 -2.74 -0.07
C 2.98 -1.93 -0.31
C 3.72 -1.53 0.98
C 5.08 -0.94 0.62
C 2.92 -0.54 1.82
C -0.33 -1.96 1.01
O 0.00 -2.42 2.09
C -1.73 -1.35 0.83
O -2.15 -0.78 2.06
C -1.35 0.17 2.54
O -0.39 0.61 1.94
C -1.75 0.64 3.86
C -1.15 1.58 4.67
C -1.94 1.64 5.83
C -2.96 0.75 5.64
O -2.85 0.15 4.46
C -0.39 -2.31 -2.32
O -0.58 -3.50 -2.19
N -0.65 -1.69 -3.55
C -0.53 -0.37 -3.87
O -0.79 0.06 -4.96
H -3.68 3.94 -2.69
H -4.70 2.51 -2.73
H -3.75 2.86 -1.29
H -2.71 1.05 -2.66
H -2.62 2.13 -4.04
H -1.22 2.55 -1.38
H -1.16 3.68 -2.73
H 0.89 2.30 -2.79
H -0.14 1.97 -4.19
H 0.67 1.78 -0.79
H 0.72 0.48 0.30
H 1.58 -3.49 -0.85
H 1.74 -3.24 0.90
H 3.65 -2.54 -0.91
H 2.74 -1.03 -0.88
H 3.88 -2.44 1.57
H 4.95 -0.04 0.01
H 5.63 -0.66 1.52
H 5.68 -1.65 0.06
H 3.47 -0.31 2.74
H 2.77 0.39 1.28
H 1.96 -0.95 2.10
H -2.44 -2.15 0.62
H -1.75 -0.60 0.04
H -0.26 2.12 4.45
H -1.78 2.26 6.69
H -3.79 0.47 6.27
H -0.97 -2.29 -4.30


57
Properties=species:S:1:pos:R:3 method="wB97M-V/def2-TZVPD" orbital_gap_ev=8.985 smiles="COc1ccc([C@H](c2nnnn2C[C@@H]2CCCO2)N2CCC(C(N)=O)CC2)cc1"
C -7.26 -0.47 0.23
O -6.45 0.68 0.19
C -5.10 0.52 0.02
C -4.46 -0.69 -0.13
C -3.08 -0.73 -0.29
C -2.32 0.43 -0.29
C -0.80 0.37 -0.45
C -0.33 -0.57 0.62
N -0.29 -0.34 1.91
N 0.03 -1.48 2.50
N 0.18 -2.41 1.65
N -0.04 -1.89 0.44
C 0.12 -2.68 -0.75
C 1.62 -2.84 -1.08
C 2.36 -3.77 -0.11
C 3.70 -3.05 0.09
C 3.25 -1.60 0.00
O 2.26 -1.58 -1.03
N -0.23 1.69 -0.47
C 0.18 2.30 0.77
C 1.65 2.05 1.13
C 2.55 2.49 -0.03
C 4.01 2.21 0.31
N 4.55 3.10 1.18
O 4.65 1.28 -0.13
C 2.12 1.76 -1.30
C 0.64 2.04 -1.57
C -2.98 1.65 -0.14
C -4.35 1.70 0.01
H -8.27 -0.10 0.38
H -6.98 -1.12 1.06
H -7.21 -1.03 -0.71
H -5.00 -1.62 -0.13
H -2.61 -1.69 -0.41
H -0.58 -0.10 -1.42
H -0.39 -2.19 -1.57
H -0.32 -3.66 -0.57
H 1.69 -3.20 -2.12
H 2.47 -4.77 -0.52
H 1.82 -3.82 0.83
H 4.17 -3.28 1.04
H 4.39 -3.29 -0.73
H 4.04 -0.90 -0.29
H 2.82 -1.28 0.95
H 0.03 3.38 0.67
H -0.46 1.93 1.57
H 1.90 2.59 2.04
H 1.81 0.99 1.31
H 2.43 3.57 -0.18
H 4.01 3.85 1.58
H 5.49 2.96 1.50
H 2.28 0.68 -1.17
H 2.72 2.08 -2.15
H 0.52 3.12 -1.74
H 0.31 1.52 -2.47
H -2.40 2.56 -0.16
H -4.86 2.64 0.12